(1)
{
  "formula": "C12H30NbO13P2S5",
  "method": "ωB97M-V/def2-TZVPD",
  "symbols": ["Nb", "S", "S", "S", "S", "S", "P", "P", "O", "O", "O", "O", "O", "O", "O", "O", "O", "O", "O", "O", "O", "C", "C", "C", "C", "C", "C", "C", "C", "C", "C", "C", "C", "H", "H", "H", "H", "H", "H", "H", "H", "H", "H", "H", "H", "H", "H", "H", "H", "H", "H", "H", "H", "H", "H", "H", "H", "H", "H", "H", "H", "H", "H"],
  "coordinates": [[0.79, -2.70, 1.58], [-0.45, -1.56, -1.94], [2.43, 3.38, -1.01], [1.81, -3.34, 5.12], [-3.20, 4.25, -3.31], [3.94, -5.20, 0.30], [0.63, -0.96, -0.37], [0.30, -3.77, 3.92], [4.80, -6.09, -0.43], [1.33, 3.43, -2.15], [3.21, 4.56, -1.09], [4.79, -3.90, 0.56], [-2.76, 4.08, -4.83], [-3.22, 3.00, -2.65], [-2.45, 5.33, -2.77], [3.05, 2.11, -0.98], [1.42, 3.46, 0.22], [-1.29, 0.27, 2.81], [-4.70, 4.69, -3.60], [3.35, -5.62, 1.54], [-1.44, 2.41, 2.12], [-1.33, -1.89, 1.64], [1.33, -5.37, -0.52], [-4.85, 5.07, -4.97], [0.69, 1.57, 2.89], [0.08, 3.75, -0.22], [-3.90, 4.14, -5.71], [-1.81, -0.46, 1.67], [-0.77, 1.50, 2.55], [2.66, -4.67, -0.82], [0.02, 3.13, -1.61], [0.96, 1.30, 4.38], [0.36, -4.55, 0.37], [-0.73, 3.59, -2.24], [-0.62, 3.30, 0.49], [2.62, -2.65, 1.43], [-3.57, 4.53, -6.67], [-2.90, -0.41, 1.74], [2.57, -3.58, -0.79], [-0.11, 2.05, -1.57], [0.07, -5.15, 3.78], [-0.08, -5.24, 1.10], [0.22, 0.32, 0.05], [-1.69, -2.27, 0.67], [1.87, 0.72, 4.51], [3.06, -4.93, -1.80], [-5.89, 4.94, -5.25], [1.06, 2.23, 4.94], [1.06, 2.55, 2.58], [1.20, 0.80, 2.31], [4.17, -3.18, 0.83], [1.55, -6.32, -0.05], [0.85, -5.62, -1.47], [-1.55, 0.06, 0.75], [-0.47, -4.20, -0.25], [-0.06, 4.83, -0.25], [-4.57, 6.12, -5.09], [0.15, 0.71, 4.82], [-0.95, -3.38, 4.44], [1.19, -1.18, 2.50], [-4.32, 3.14, -5.82], [-1.82, -2.44, 2.45], [1.94, -0.69, -0.81]],
  "nbo_charge": [1.264, -0.709, 2.560, -0.581, 2.547, 2.372, 0.363, 0.300, -0.946, -0.699, -0.914, -0.896, -0.687, -0.885, -0.905, -0.911, -0.703, -0.559, -0.686, -0.939, -0.612, -0.819, -0.401, -0.101, -0.534, -0.121, -0.097, -0.069, 0.847, -0.678, -0.093, -0.601, -0.972, 0.213, 0.260, -0.324, 0.212, 0.178, 0.244, 0.205, -0.022, 0.235, -0.047, 0.251, 0.228, 0.248, 0.213, 0.199, 0.223, 0.261, 0.526, 0.222, 0.207, 0.183, 0.255, 0.187, 0.195, 0.223, -0.034, -0.287, 0.199, 0.213, -0.001],
  "max_force_ev_per_a": 2.01,
  "total_energy_ev": -113847.7767,
  "charge": -1,
  "homo_lumo_gap_ev": 6.289
}

(2)
{
  "formula": "C12H31BClN5O4S",
  "method": "ωB97M-V/def2-TZVPD",
  "symbols": ["Cl", "S", "O", "O", "O", "O", "N", "N", "N", "N", "N", "C", "C", "C", "C", "C", "C", "C", "C", "C", "C", "C", "C", "B", "H", "H", "H", "H", "H", "H", "H", "H", "H", "H", "H", "H", "H", "H", "H", "H", "H", "H", "H", "H", "H", "H", "H", "H", "H", "H", "H", "H", "H", "H", "H"],
  "coordinates": [[2.41, 3.46, 1.07], [0.73, 2.92, 0.01], [0.53, 3.94, -0.95], [0.51, -3.42, 5.64], [-0.34, 2.64, 0.89], [-1.71, -1.77, 0.44], [-1.91, 3.45, -5.27], [-1.87, 2.14, -7.18], [-1.58, -1.27, 2.65], [0.11, 3.18, -6.42], [2.68, -3.00, 6.11], [-0.74, 1.20, -5.16], [-1.11, 2.50, -5.98], [1.43, -3.36, 6.43], [-1.99, -0.41, 3.74], [3.75, -2.94, 7.09], [2.97, -2.66, 4.73], [-1.44, -0.35, -2.97], [-0.78, 0.29, -1.72], [-0.65, -2.36, 2.93], [-2.02, -1.08, 1.40], [0.42, 1.17, -2.01], [1.25, 1.41, -0.77], [-1.78, 0.71, -4.09], [-2.89, 3.24, -5.30], [-2.37, -0.76, -2.62], [-2.67, 0.36, 3.38], [3.37, -3.22, 8.07], [-0.39, -2.37, 3.98], [-0.66, 0.38, -5.86], [2.36, -1.82, 4.41], [-0.43, -0.54, -1.13], [1.17, 0.60, -0.05], [-0.78, -1.13, -3.34], [-2.49, -0.99, 4.52], [1.31, -3.59, 7.50], [0.40, 3.80, -5.67], [-2.90, 1.13, -4.09], [4.15, -1.93, 7.15], [-2.75, 1.71, -6.89], [4.02, -2.40, 4.63], [2.75, -3.51, 4.08], [-1.37, 1.44, -7.72], [1.06, 0.68, -2.73], [-1.59, 3.61, -4.32], [0.09, 2.11, -2.43], [2.29, 1.53, -1.03], [0.26, 1.31, -4.75], [-1.11, 0.08, 4.18], [-1.12, -3.31, 2.66], [0.25, -2.24, 2.32], [-2.71, -0.23, 1.31], [0.85, 2.50, -6.56], [4.55, -3.63, 6.82], [-1.52, 0.80, -1.13]],
  "nbo_charge": [-0.239, 2.131, -0.909, -0.642, -0.905, -0.649, -0.839, -0.821, -0.421, -0.820, -0.424, -0.859, 0.418, 0.535, -0.396, -0.399, -0.417, -0.774, -0.375, -0.430, 0.530, -0.424, -0.648, 0.708, 0.372, 0.239, 0.211, 0.213, 0.242, 0.250, 0.212, 0.227, 0.255, 0.221, 0.199, 0.110, 0.358, -0.098, 0.198, 0.345, 0.205, 0.217, 0.352, 0.216, 0.359, 0.225, 0.249, 0.229, 0.195, 0.214, 0.197, 0.107, 0.342, 0.198, 0.208],
  "smiles": "NC(N)(N)CBCCCCS(=O)(=O)Cl.CN(C)C=O.CN(C)C=O",
  "max_force_ev_per_a": 1.01,
  "total_energy_ev": -52620.5501,
  "charge": 0,
  "homo_lumo_gap_ev": 8.991
}

(3)
{
  "formula": "C12H31BFN8O19",
  "method": "ωB97M-V/def2-TZVPD",
  "symbols": ["F", "O", "O", "O", "O", "O", "O", "O", "O", "O", "O", "O", "O", "O", "O", "O", "O", "O", "O", "O", "N", "N", "N", "N", "N", "N", "N", "N", "C", "C", "C", "C", "C", "C", "C", "C", "C", "C", "C", "C", "B", "H", "H", "H", "H", "H", "H", "H", "H", "H", "H", "H", "H", "H", "H", "H", "H", "H", "H", "H", "H", "H", "H", "H", "H", "H", "H", "H", "H", "H", "H", "H"],
  "coordinates": [[5.58, 1.82, -1.32], [2.91, -4.45, -1.24], [-4.24, 2.83, 4.81], [1.20, 0.82, -1.75], [6.07, -8.31, -4.84], [4.35, -8.77, -3.63], [-1.32, 0.46, -4.29], [-4.48, 3.77, 8.94], [-5.54, 1.64, 3.57], [-4.38, -2.47, -0.17], [-3.59, 1.66, -1.03], [4.64, -3.98, -2.43], [4.50, 0.36, -0.09], [-0.25, 1.89, -0.13], [10.15, -0.80, -0.64], [-4.01, 3.63, -0.27], [10.40, 0.98, 0.55], [-1.12, -1.33, -5.48], [-4.10, -0.79, 1.15], [-6.17, 2.76, 8.06], [-4.79, -1.54, 0.49], [-1.76, -0.43, -4.96], [-4.99, 2.84, 8.35], [-3.62, 2.47, -0.15], [3.65, -3.66, -1.79], [9.72, 0.19, -0.08], [-5.19, 2.69, 4.07], [5.10, -7.99, -4.19], [-3.24, -0.44, -5.15], [3.22, 2.03, -1.26], [-6.00, 3.89, 3.73], [-6.25, -1.29, 0.52], [1.91, 1.45, -0.73], [4.81, -6.53, -4.07], [-4.09, 1.73, 7.94], [4.43, 1.31, -0.81], [-3.14, 2.02, 1.18], [3.35, -2.21, -1.68], [8.26, 0.47, -0.17], [0.93, 2.58, -0.37], [-0.20, 0.76, -1.21], [8.15, 1.44, -0.65], [3.92, -6.40, -3.46], [-3.21, 2.85, 1.87], [1.27, 3.24, 0.44], [-3.65, 1.32, 8.84], [-1.06, 1.01, -2.02], [4.67, -6.15, -5.08], [-3.69, -0.50, -4.16], [7.87, 0.49, 0.84], [-6.41, -0.28, 0.13], [3.20, 1.97, -2.35], [-5.96, 4.02, 2.66], [4.21, -1.74, -1.20], [-3.51, 0.49, -5.63], [2.45, -2.08, -1.09], [-4.69, 0.98, 7.43], [-2.10, 1.70, 1.05], [3.31, 3.09, -1.00], [-6.74, -2.03, -0.10], [-7.02, 3.69, 4.06], [3.22, -1.83, -2.68], [-0.45, -0.28, -0.58], [-5.58, 4.74, 4.25], [-3.77, 1.20, 1.48], [0.82, 3.10, -1.34], [5.67, -6.07, -3.60], [-3.34, 2.14, 7.29], [-6.58, -1.36, 1.55], [7.79, -0.31, -0.76], [-3.50, -1.29, -5.76], [2.02, 0.80, 0.15]],
  "lowdin_charge": [0.063, 0.076, 0.055, -0.085, 0.047, 0.063, 0.078, 0.060, 0.061, 0.081, 0.068, 0.029, 0.134, -0.169, 0.063, 0.024, 0.051, 0.038, 0.053, 0.054, -0.436, -0.449, -0.455, -0.433, -0.439, -0.457, -0.446, -0.456, 0.039, -0.037, 0.052, 0.046, -0.375, 0.033, 0.038, -0.439, 0.038, 0.059, 0.037, -0.230, -0.547, 0.092, 0.083, 0.083, 0.119, 0.098, 0.045, 0.102, 0.099, 0.103, 0.099, 0.145, 0.100, 0.080, 0.094, 0.105, 0.094, 0.092, 0.133, 0.089, 0.099, 0.110, 0.064, 0.095, 0.052, 0.130, 0.091, 0.092, 0.097, 0.093, 0.085, 0.150],
  "max_force_ev_per_a": 1.26,
  "total_energy_ev": -67144.2140,
  "charge": -1,
  "homo_lumo_gap_ev": 5.999
}

(4)
{
  "formula": "C12H31ClFIN3O3PS",
  "method": "ωB97M-V/def2-TZVPD",
  "symbols": ["I", "Cl", "S", "P", "F", "O", "O", "O", "N", "N", "N", "C", "C", "C", "C", "C", "C", "C", "C", "C", "C", "C", "C", "H", "H", "H", "H", "H", "H", "H", "H", "H", "H", "H", "H", "H", "H", "H", "H", "H", "H", "H", "H", "H", "H", "H", "H", "H", "H", "H", "H", "H", "H", "H"],
  "coordinates": [[-2.41, -4.26, 1.35], [-4.40, -6.32, 3.17], [-0.97, -7.00, 1.01], [-3.75, -7.34, 1.53], [-0.95, -7.66, -0.41], [-0.99, -8.08, 1.93], [-4.87, -6.88, 0.45], [0.06, -6.03, 1.02], [0.20, -1.46, -2.89], [-2.47, -6.28, 0.90], [0.19, 3.70, 1.27], [0.82, -0.79, -4.03], [-0.11, 0.32, -1.08], [-0.71, -0.66, -2.10], [1.12, -2.29, -2.14], [0.83, 4.36, 0.15], [0.42, -3.20, -1.15], [1.09, 2.85, 2.04], [1.94, 5.38, 0.44], [-0.72, 4.51, 2.06], [0.37, 1.93, 3.01], [-0.12, 5.48, 3.08], [1.91, 0.25, -3.75], [0.05, 4.84, -0.45], [0.29, 1.22, -1.56], [-1.35, 5.07, 1.36], [1.14, -3.89, -0.69], [2.43, 0.49, -4.68], [1.88, -1.70, -1.59], [-0.39, 1.34, 2.48], [0.68, -0.14, -0.50], [-0.35, -3.80, -1.65], [1.50, 1.18, -3.35], [1.85, 3.43, 2.59], [1.25, -1.57, -4.66], [0.02, -0.33, -4.62], [1.67, -2.90, -2.86], [1.08, 1.24, 3.46], [2.67, 4.99, 1.15], [0.31, 6.37, 2.62], [0.66, 5.01, 3.68], [1.25, 3.57, -0.48], [1.54, 6.31, 0.84], [-0.89, 5.82, 3.77], [1.64, 2.23, 1.32], [2.65, -0.12, -3.05], [-1.38, -1.34, -1.57], [-1.40, 3.84, 2.59], [-0.88, 0.65, -0.39], [-0.12, 2.48, 3.81], [-0.05, -2.64, -0.34], [2.47, 5.61, -0.48], [-1.36, -0.11, -2.79], [-5.37, -7.64, 0.14]],
  "nbo_charge": [0.423, -0.295, 2.522, 1.292, -0.475, -0.895, -0.982, -0.893, -0.452, -1.204, -0.453, -0.204, -0.641, -0.215, -0.215, -0.204, -0.618, -0.214, -0.635, -0.215, -0.616, -0.638, -0.636, 0.191, 0.203, 0.195, 0.222, 0.211, 0.157, 0.209, 0.202, 0.210, 0.200, 0.158, 0.188, 0.190, 0.195, 0.213, 0.204, 0.203, 0.204, 0.188, 0.200, 0.211, 0.196, 0.204, 0.189, 0.191, 0.214, 0.202, 0.196, 0.212, 0.195, 0.510],
  "max_force_ev_per_a": 1.23,
  "total_energy_ev": -67024.0711,
  "charge": 0,
  "homo_lumo_gap_ev": 6.754
}

Q: Number 4 is which compound?
A: C12H31ClFIN3O3PS

Q: Number 1 is which compound?
A: C12H30NbO13P2S5